Here is a structure of composition CH6Al from the OMol25 dataset. Energies are from ωB97M-V/def2-TZVPD.

XYZ file:
```
8
Properties=species:S:1:pos:R:3:forces:R:3
C -0.21485 0.76831 -0.71003 -0.032 0.022 -0.020
Al 0.19818 -0.68980 0.62972 0.002 -0.038 0.072
H -0.53675 0.35825 -1.67542 0.044 0.008 0.010
H 0.65244 1.41132 -0.90205 -0.005 -0.008 0.005
H -1.02284 1.42034 -0.35623 -0.007 -0.020 -0.004
H -0.89377 -1.91562 0.46923 0.048 0.043 0.003
H 0.09490 -0.08323 2.16031 0.021 -0.015 -0.057
H 1.72268 -1.26958 0.38447 -0.071 0.007 -0.009
```
Positions in Å, forces in eV/Å.

Calculated values
- Net charge: -1
- DFT total energy: -284.12882 hartree
- Frontier orbital gap: 8.83 eV

=====

Here is a structure of composition C20H23AuN6PTe at a distorted geometry from the OMol25 dataset. Energies are from ωB97M-V/def2-TZVPD.

XYZ file:
```
52
Properties=species:S:1:pos:R:3:forces:R:3
Au 0.76043 -1.39218 0.40698 -0.151 0.981 0.159
C 3.75912 3.45585 1.01098 0.187 -0.028 -0.752
N 3.00073 2.21713 1.29132 -0.653 -0.633 -1.144
C 3.02528 1.59370 2.51383 0.275 1.618 -0.051
C 2.36995 0.43655 2.35482 -1.257 -2.137 0.054
N 1.84937 0.29094 1.06983 1.271 1.929 0.146
C 2.22297 1.43716 0.41339 1.607 -0.616 1.777
P 1.89473 2.02964 -1.25654 -1.033 0.231 0.574
C 0.16788 2.70761 -0.98825 0.418 -0.380 0.223
N -0.81395 1.89302 -0.60372 0.475 0.336 -1.533
C -1.94069 2.67583 -0.66708 -0.326 -1.311 0.884
C -1.59696 3.96123 -0.89754 -0.616 2.666 0.043
N -0.23489 4.02321 -1.09234 0.329 -0.574 -0.923
C 0.60979 5.15579 -1.60829 0.544 -1.435 1.563
C 1.99700 0.67244 -2.42017 -2.393 0.840 -0.475
N 2.39935 -0.54649 -2.14554 0.232 -1.447 0.354
C 2.05485 -1.31999 -3.20198 2.476 -0.845 2.123
C 1.60832 -0.57162 -4.22600 -2.604 3.331 -0.679
N 1.38805 0.70244 -3.69030 2.327 -1.948 -0.823
C 0.86523 1.85584 -4.35245 -1.822 0.935 -1.434
H 4.54136 3.60277 1.74295 -0.070 -0.212 0.338
H 4.26779 3.49950 0.03527 -0.293 -0.739 0.215
H 3.11323 4.30381 1.00943 -0.645 0.610 0.324
H 3.36641 2.12281 3.42875 0.082 -0.751 -0.967
H 2.23392 -0.34511 3.11046 -0.071 0.477 -0.475
H -2.94579 2.24687 -0.52446 0.790 0.446 0.124
H -2.25666 4.87377 -0.82050 1.085 -1.156 -0.424
H 1.17308 5.63007 -0.78809 -0.316 -0.271 -0.248
H 1.31428 4.75762 -2.33354 -0.020 -0.014 -0.062
H 0.00860 5.87893 -2.06467 -1.030 0.951 -0.681
H 2.33941 -2.35443 -3.23726 -0.080 -0.251 0.075
H 1.28628 -0.84641 -5.22738 0.166 0.208 0.209
H 0.80728 1.82122 -5.49313 0.407 -0.515 1.621
H -0.18645 1.95596 -4.00432 0.603 0.345 -0.244
H 1.44301 2.74205 -4.10997 0.049 0.068 0.130
C -0.59989 -4.39280 1.83242 1.766 1.006 -1.613
Te -0.57839 -3.40704 -0.22451 -1.077 -1.274 1.362
C -2.73860 -3.27418 0.22161 -0.139 0.323 -0.317
C -3.07761 -3.92783 1.54211 -0.247 1.366 -0.049
C -4.36783 -3.92592 2.09560 -0.275 -0.762 0.071
C -4.60584 -4.47309 3.36028 -0.134 0.776 -1.204
C -3.51995 -4.88656 4.15201 2.640 -0.484 1.440
C -2.19514 -4.81644 3.67308 -1.186 0.240 -0.935
C -1.95867 -4.39563 2.33701 -0.753 -0.741 2.017
H 0.14469 -3.89494 2.49063 -0.661 -0.183 -0.315
H -0.15012 -5.34657 1.56945 -0.362 -0.484 0.279
H -3.31099 -3.77597 -0.55477 0.261 -0.495 -0.359
H -3.08369 -2.23912 0.04954 0.172 -0.219 0.814
H -5.25955 -3.59012 1.57269 0.444 0.164 -0.306
H -5.61757 -4.49965 3.74359 0.016 -0.068 0.048
H -3.61462 -5.22076 5.21226 -0.370 0.215 -1.061
H -1.35857 -5.10089 4.29252 -0.037 -0.090 0.107
```
Positions in Å, forces in eV/Å.

Calculated values
- Net charge: +3
- DFT total energy: -1848.41764 hartree
- Frontier orbital gap (alpha / beta): 7.71 / 4.19 eV
- Multiplicity: 3
- Energy relative to the best compared isomer or geometry (same formula, charge and spin): 0.6 kcal per mole
- <S²>: 2.0375

=====

Here is an isolated molecule of C15H14N6O3S at a distorted geometry from the OMol25 dataset. Energies are from ωB97M-V/def2-TZVPD.

XYZ file:
```
39
Properties=species:S:1:pos:R:3:forces:R:3
C 0.96202 0.10590 5.92648 -0.194 -0.131 0.115
C 0.51390 -0.65225 4.69824 0.222 0.287 0.273
O -0.39841 -1.44050 4.69146 -0.204 -0.185 -0.005
N 1.26878 -0.33448 3.59349 0.344 0.260 -0.100
C 1.16495 -0.81811 2.29532 -0.078 -0.154 -0.338
C 2.05331 -0.31398 1.33977 -0.096 -0.095 0.029
C 1.99089 -0.75252 0.03244 0.077 0.044 -0.053
C 1.03999 -1.69125 -0.32602 0.001 -0.126 -0.628
S 0.94454 -2.22070 -2.02550 -0.492 -0.117 -0.202
O 1.13991 -3.63357 -2.12208 -0.196 -0.114 0.179
O 1.74334 -1.34631 -2.83104 -0.081 0.172 0.316
N -0.69444 -2.00707 -2.38738 0.896 -0.664 0.250
C -1.24379 -0.77641 -2.69827 -0.273 0.991 -0.054
C -2.37257 -0.66774 -3.51091 0.167 -0.220 0.108
C -2.92445 0.57249 -3.77270 0.128 -0.011 0.100
C -2.37369 1.72257 -3.23657 0.106 0.098 0.088
C -1.25025 1.61004 -2.42602 -0.577 -0.711 -0.486
N -0.69862 2.76678 -1.86404 1.164 0.705 1.000
C 0.33445 2.92515 -0.99538 -0.509 0.062 -0.401
N 0.46480 4.19801 -0.73659 0.813 -0.499 0.594
N -0.47787 4.81761 -1.44075 -0.171 0.946 -0.024
N -1.17013 3.99898 -2.10629 -0.956 -0.443 -0.842
C -0.68324 0.37374 -2.15422 -0.147 0.281 -0.116
C 0.16344 -2.20855 0.60758 0.080 0.029 0.040
C 0.21988 -1.77547 1.91898 -0.114 -0.108 0.062
H 1.99963 -0.12788 6.15577 0.096 0.020 0.022
H 0.87139 1.17760 5.76162 0.030 0.096 -0.001
H 0.33799 -0.17920 6.76816 -0.003 -0.010 -0.028
H 2.00200 0.34825 3.73180 -0.171 -0.129 0.059
H 2.79125 0.42144 1.62726 0.086 0.070 0.021
H 2.66394 -0.37796 -0.72367 0.107 0.108 -0.025
H -1.09760 -2.80877 -2.84629 0.147 -0.203 0.006
H -2.81009 -1.55934 -3.93404 -0.060 -0.110 -0.066
H -3.79505 0.64481 -4.40587 -0.074 0.000 -0.051
H -2.79151 2.69653 -3.43111 -0.047 0.038 -0.027
H 0.93433 2.14014 -0.59028 0.117 -0.251 0.078
H 0.19468 0.28698 -1.54048 0.028 0.168 0.076
H -0.55819 -2.94764 0.30006 -0.162 -0.088 0.052
H -0.45950 -2.16733 2.65707 -0.006 -0.006 -0.021
```
Positions in Å, forces in eV/Å.

Calculated values
- DFT total energy: -1532.43258 hartree
- Frontier orbital gap: 9.19 eV
- Structure (SMILES): CC(=O)Nc1ccc(S(=O)(=O)Nc2cccc(-n3cnnn3)c2)cc1

=====

Here is a cluster of 2 separate species, C5H8N2S in total at a distorted geometry from the OMol25 dataset. Energies are from ωB97M-V/def2-TZVPD.

XYZ file:
```
16
Properties=species:S:1:pos:R:3:forces:R:3
C 1.69263 0.09345 -4.08831 0.710 -0.668 0.337
C -0.16648 0.53080 -0.47717 2.398 -0.971 3.304
C -0.77020 0.25122 2.06138 -3.160 0.663 -0.643
C 0.66084 0.07858 1.66401 2.102 -1.211 2.121
C -1.90167 -0.20347 1.08377 -0.192 0.733 0.338
N 2.08433 -0.66587 -3.34635 0.329 -0.124 -0.630
N 0.71861 0.19643 0.27980 -3.299 1.968 -6.637
S -1.79481 0.74084 -0.70395 0.526 -0.735 0.619
H 1.47831 0.77276 -4.86915 -0.657 0.861 -0.565
H -1.04956 -0.41365 2.85308 0.335 -0.369 1.096
H -1.15197 1.25258 2.34523 1.196 -0.267 0.068
H 1.38105 0.84608 2.09087 -0.872 -1.284 0.031
H 1.00873 -1.00627 1.75524 -0.161 1.564 0.964
H -2.02469 -1.28230 0.92753 0.236 0.387 -0.400
H -2.85569 0.23685 1.47551 0.696 -0.425 -0.572
H 2.69057 -1.42801 -3.05149 -0.189 -0.121 0.570
```
Positions in Å, forces in eV/Å.

Calculated values
- Net charge: +2
- DFT total energy: -702.20530 hartree
- Frontier orbital gap: 8.72 eV
- Energy relative to the best compared isomer or geometry (same formula, charge and spin): 29.3 kcal per mole

=====

Here is a cluster of 6 separate species, C11H24Cl10O4 in total at a distorted geometry from the OMol25 dataset. Energies are from ωB97M-V/def2-TZVPD.

XYZ file:
```
49
Properties=species:S:1:pos:R:3:forces:R:3
Cl 6.58871 -4.60194 3.88430 -0.268 -0.073 0.093
C 5.97130 -3.46094 2.68161 0.537 -0.166 -0.128
Cl 4.35420 -2.91001 3.08881 -0.113 -0.039 0.140
Cl 7.08608 -2.08930 2.65032 -0.171 0.071 -0.211
Cl 5.93397 -4.27734 1.10424 -0.002 0.213 0.117
Cl -4.76442 -0.32373 2.23095 0.016 -0.064 -0.578
C -3.64418 -0.43662 0.84470 2.154 -0.742 0.840
C -2.74408 0.79165 0.72979 -2.267 0.013 -0.951
Cl -3.84819 2.05836 0.02362 0.362 0.441 -0.093
H -4.08084 -0.75563 -0.09537 -0.604 0.484 0.056
H -2.92539 -1.24103 1.06207 -0.379 -0.084 0.292
H -2.00262 0.61658 -0.04139 0.432 0.052 0.365
H -2.42808 1.18367 1.68769 0.404 -0.177 -0.055
Cl 4.44077 1.52831 1.62382 -0.384 -0.255 0.141
C 3.51373 0.96103 3.04242 1.083 0.277 1.261
C 2.24768 1.71990 3.34613 -0.627 -0.353 -0.499
Cl 2.48373 3.49336 3.48263 -0.042 -0.434 -0.076
H 4.17985 1.08349 3.90210 0.142 0.311 -0.181
H 3.39952 -0.12104 3.03400 -0.532 0.049 -0.657
H 1.82253 1.38448 4.29072 0.281 -0.009 0.149
H 1.48869 1.49225 2.59749 0.115 0.455 -0.214
Cl 0.07051 4.30696 0.60530 -0.192 -0.069 -0.017
C -0.61343 4.19370 -1.03631 0.705 -0.435 -0.667
C 0.30766 3.36542 -1.95071 -0.314 0.405 0.816
Cl -0.04670 1.61866 -1.78595 0.032 0.032 -0.270
H -0.65793 5.19110 -1.46541 -0.175 0.137 0.244
H -1.59344 3.72927 -0.99165 -0.120 0.189 0.126
H 1.33885 3.51037 -1.64352 0.071 -0.045 -0.143
H 0.17671 3.68165 -2.98139 -0.077 -0.301 -0.112
O -4.81417 -0.02872 -3.30503 0.164 -0.358 0.024
C -3.80749 -0.56504 -4.14966 1.038 0.571 0.325
C -2.70683 -1.25743 -3.36088 -0.842 -1.045 0.939
O -3.26899 -2.34849 -2.59487 0.177 -0.465 -0.383
H -4.33998 0.54274 -2.68765 -0.303 0.169 0.110
H -4.22503 -1.30950 -4.82353 -0.352 0.103 0.040
H -3.35201 0.24006 -4.73671 -0.053 -0.073 -0.198
H -2.19464 -0.71431 -2.56105 0.122 1.010 -0.712
H -1.98638 -1.67939 -4.06265 0.111 0.004 0.075
H -4.19726 -2.16917 -2.40813 0.017 0.215 -0.111
O -0.24248 -1.51936 -0.91317 -0.343 -0.708 0.492
C 0.80022 -2.26579 -0.26889 1.253 0.783 -0.576
C 1.31949 -1.47230 0.92130 -0.092 -0.169 -0.050
O 1.65972 -0.14482 0.55873 -0.523 -0.296 -0.034
H -0.64506 -2.12928 -1.54381 -0.184 0.265 0.009
H 0.55969 -3.29388 0.00681 -0.445 0.107 0.064
H 1.62347 -2.29300 -0.99618 0.061 -0.289 0.143
H 2.24139 -1.93246 1.27775 -0.045 -0.158 0.019
H 0.58680 -1.50394 1.73766 -0.061 0.159 0.018
H 0.93434 0.15144 -0.01106 0.235 0.296 0.019
```
Positions in Å, forces in eV/Å.

Calculated values
- DFT total energy: -5336.35030 hartree
- Frontier orbital gap: 10.48 eV
- Structure (SMILES): ClC(Cl)(Cl)Cl.ClCCCl.ClCCCl.ClCCCl.OCCO.OCCO